Version P
2 unconnected molecules or ions with the total composition C6H9O2. Source: OMol25; level of theory: ωB97M-V with the def2-TZVPD basis set.

```
17
Properties=species:S:1:pos:R:3
O 0.6362 2.6116 -1.3124
C 1.0067 1.9340 -0.3254
O 2.1249 1.4290 -0.1309
C -0.0504 1.7370 0.6935
C -0.3962 0.4762 1.3188
C -0.9277 -0.5680 0.2730
C 0.6031 -2.4703 0.3625
C -0.6578 -2.0287 0.5807
H -0.8509 2.4862 0.6916
H -1.1821 0.5102 2.0809
H -0.1687 0.0477 -2.9992
H 0.4890 -0.0483 1.7256
H -0.2189 -0.5152 -0.5569
H -1.9153 -0.2627 -0.0483
H 1.2396 -1.7803 -0.1987
H 0.9867 -3.4906 0.3562
H -0.7181 -0.0677 -2.5111
```

Output
Total charge: -1
Lowest unoccupied orbital energy, eV: 1.640
Molar mass, Da: 113.1

Version Q
2 unconnected molecules or ions with the total composition C6H9O2. Source: OMol25; level of theory: ωB97M-V with the def2-TZVPD basis set.

```
17
Properties=species:S:1:pos:R:3
C 0.3314 2.2042 -1.1294
C -0.3858 -1.0195 -1.5855
C -1.3205 -0.7524 -0.4397
C -0.0632 -0.0095 -0.5103
C 0.2838 -0.0324 1.9468
C 0.9349 -0.1665 0.5329
O 1.3967 2.1979 -1.6737
O -0.5798 2.8273 -0.6829
H 0.1376 -1.9392 -1.5091
H -0.5564 -0.6992 -2.5245
H -2.2406 -0.1446 -0.5715
H -1.4606 -1.6511 0.1206
H 0.6093 0.7178 2.5639
H 0.3918 -1.0279 2.5582
H -0.7597 0.1295 1.7635
H 1.4680 -1.1619 0.7280
H 1.8130 0.5273 0.4125
```

Output
Total charge: -1
Lowest unoccupied orbital energy, eV: 4.189
Molar mass, Da: 113.1

Verdict on stability: version P comes out at the bottom.

Version P
A gas-phase ion, C3H8NO (charge +1). Source: OMol25; level of theory: ωB97M-V with the def2-TZVPD basis set.

```
13
Properties=species:S:1:pos:R:3
C 1.4096 1.0296 -0.0255
C 0.4314 -1.2902 -0.1103
C 0.1829 0.1481 -0.0069
N -2.2162 0.0049 0.1625
O -0.9658 0.7438 0.2364
H 2.2223 0.3902 -0.5339
H 0.9055 -1.4838 0.8405
H 0.9256 -1.6895 -1.0446
H -0.5171 -1.9300 -0.1446
H 1.8935 1.4387 0.8698
H 1.1814 1.8975 -0.6580
H -2.7304 0.2249 0.9211
H -2.7225 0.5156 -0.5064
```

Output
Total charge: +1
Lowest unoccupied orbital energy, eV: -5.598
Molar mass, Da: 74.1

Version Q
2 unconnected molecules or ions with the total composition C3H8NO. Source: OMol25; level of theory: ωB97M-V with the def2-TZVPD basis set.

```
13
Properties=species:S:1:pos:R:3
C 0.5680 2.3932 -1.4967
N 0.9080 1.1714 -1.4988
H 0.6000 2.8402 -2.4861
H 0.4345 2.9111 -0.5532
H 1.0175 0.5000 -0.7381
H 1.0571 0.6303 -2.3379
C -1.0305 -1.2015 0.5159
C -0.3200 -1.2101 1.6386
O 0.0836 -2.3067 2.3177
H -1.1679 -0.2505 0.0229
H -1.6178 -2.0212 0.1315
H -0.1235 -0.3613 2.2899
H -0.4090 -3.0948 2.1942
```

Output
Total charge: +1
Lowest unoccupied orbital energy, eV: -5.916
Molar mass, Da: 74.1

Version R
2 unconnected molecules or ions with the total composition C3H8NO. Source: OMol25; level of theory: ωB97M-V with the def2-TZVPD basis set.

```
13
Properties=species:S:1:pos:R:3
C -1.9284 -1.0027 0.1190
C -1.4779 0.2327 -0.0747
C 0.2915 1.7742 0.2054
N -0.1914 0.6001 0.3024
O 1.8861 -0.9756 0.1828
H -2.9247 -1.2757 -0.1901
H -1.3326 -1.7679 0.5878
H -2.0734 1.0141 -0.5279
H 1.3109 1.9672 0.5067
H -0.3017 2.5965 -0.1760
H 2.1372 -0.7702 -0.7227
H 0.4369 -0.1751 0.6075
H 2.6240 -1.4196 0.6105
```

Output
Total charge: +1
Lowest unoccupied orbital energy, eV: -5.145
Molar mass, Da: 74.1

Version S
2 unconnected molecules or ions with the total composition C3H8NO. Source: OMol25; level of theory: ωB97M-V with the def2-TZVPD basis set.

```
13
Properties=species:S:1:pos:R:3
C -0.2097 1.9338 -1.8001
N -0.8193 1.6893 -0.7031
H 0.8626 1.8284 -1.8784
H -0.8264 2.3703 -2.5739
H -1.8115 1.8981 -0.7224
H -0.4900 0.9184 -0.0804
C 0.8146 -1.7799 1.8803
C -0.0900 -1.5527 0.9548
O 0.1972 -0.7737 -0.1839
H 0.5111 -2.3217 2.7608
H 1.8445 -1.5154 1.7422
H -1.1293 -1.8417 0.9509
H 1.1462 -0.8531 -0.3469
```

Output
Total charge: +1
Lowest unoccupied orbital energy, eV: -5.622
Molar mass, Da: 74.1

Verdict on stability: version P comes out at the bottom.

Version P
C3H4N2 in the gas phase. Source: OMol25; level of theory: ωB97M-V with the def2-TZVPD basis set.

```
9
Properties=species:S:1:pos:R:3
N 1.9457 1.0150 -0.6337
C 1.6665 -0.2014 -0.2059
C 0.3402 -0.1996 0.0687
C -1.0407 -0.4350 -0.2700
N -0.5430 0.0470 1.0448
H 1.0284 1.5180 -0.6341
H -1.6276 0.2951 -0.8209
H -1.2844 -1.4801 -0.3998
H -0.4851 -0.5590 1.8510
```

Output
Total charge: 0
Lowest unoccupied orbital energy (spin up / spin down), eV: -0.111 / -0.110
SMILES: N=C=C1CN1
Molar mass, Da: 68.1

Version Q
A molecular structure, C3H4N2. Source: OMol25; level of theory: ωB97M-V with the def2-TZVPD basis set.

```
9
Properties=species:S:1:pos:R:3
N -1.1148 -0.8594 0.3498
C -0.7020 1.1611 0.0106
C 0.5652 1.1984 -0.0306
C 1.1207 -0.7672 -0.0938
N 0.0493 -1.3470 0.1035
H -1.7770 -1.3584 -0.2643
H -1.7262 1.4853 -0.0112
H 1.4880 1.7643 -0.0321
H 2.0968 -1.2772 -0.0320
```

Output
Total charge: 0
Lowest unoccupied orbital energy, eV: 1.050
Molar mass, Da: 68.1

Verdict on stability: version P comes out at the bottom.

Version P
C3H4N2 in the gas phase. Source: OMol25; level of theory: ωB97M-V with the def2-TZVPD basis set.

```
9
Properties=species:S:1:pos:R:3
N -0.4272 0.8357 0.4818
C 0.6501 0.0535 0.6872
C 0.6776 -0.9326 -0.2721
C -0.4910 -0.8510 -1.0696
N -1.1864 0.2205 -0.5394
H -0.8575 1.4494 1.1627
H 1.3294 0.2538 1.5078
H 1.4816 -1.6267 -0.4578
H -1.2142 0.7078 -1.4403
```

Output
Total charge: 0
Lowest unoccupied orbital energy, eV: 0.819
Molar mass, Da: 68.1

Version Q
C3H4N2 in the gas phase. Source: OMol25; level of theory: ωB97M-V with the def2-TZVPD basis set.

```
9
Properties=species:S:1:pos:R:3
N -0.3256 -0.8009 -1.8630
C 0.0746 -0.6653 -0.7187
C 0.6533 -0.3263 0.4606
C 0.1563 1.1435 0.7443
N -0.2314 0.0752 1.5775
H 1.6645 -0.6568 0.6607
H -0.1319 0.0388 -2.4205
H -0.6701 1.4701 0.0772
H -1.1896 -0.2783 1.4818
```

Output
Total charge: 0
Lowest unoccupied orbital energy (spin up / spin down), eV: 0.168 / 0.168
Molar mass, Da: 68.1

Verdict on stability: version Q comes out at the bottom.

Version P
CH2N4 in the gas phase. Source: OMol25; level of theory: ωB97M-V with the def2-TZVPD basis set.

```
7
Properties=species:S:1:pos:R:3
C 0.6461 -0.4781 0.0133
N -0.3857 -1.3111 0.0448
N -1.5511 -0.4932 -0.0502
N -1.1515 0.7161 0.0155
N 0.1643 0.7324 -0.0607
H 1.6637 -0.7858 -0.1993
H 0.6142 1.6197 0.2365
```

Output
Total charge: 0
Lowest unoccupied orbital energy, eV: 0.685
SMILES: c1nnn[nH]1
Molar mass, Da: 70.1

Version Q
2 unconnected molecules or ions with the total composition CH2N4. Source: OMol25; level of theory: ωB97M-V with the def2-TZVPD basis set.

```
7
Properties=species:S:1:pos:R:3
N -0.0903 1.3491 -1.3226
C -0.5420 0.8569 -0.3201
N -1.2500 0.4010 0.5393
H 0.6097 2.0562 -1.4084
H -1.1999 -0.4708 1.0177
N 0.7062 -2.2209 0.8210
N 1.7663 -1.9714 0.6731
```

Output
Total charge: 0
Lowest unoccupied orbital energy, eV: 1.089
SMILES: N=C=N.N#N
Molar mass, Da: 70.1

Version R
CH2N4 in the gas phase. Source: OMol25; level of theory: ωB97M-V with the def2-TZVPD basis set.

```
7
Properties=species:S:1:pos:R:3
C -0.0683 0.8004 -0.0056
N -1.3187 0.3758 -0.0066
N -1.2814 -0.8823 -0.0101
N -0.0520 -1.3329 -0.0261
N 0.7359 -0.2733 -0.0489
H 0.2618 1.7816 -0.0759
H 1.7226 -0.4693 0.1732
```

Output
Total charge: 0
Lowest unoccupied orbital energy, eV: 0.699
SMILES: c1nnn[nH]1
Molar mass, Da: 70.1

Verdict on stability: version P comes out at the bottom.

Version P
C2H4 in the gas phase. Source: OMol25; level of theory: ωB97M-V with the def2-TZVPD basis set.

```
6
Properties=species:S:1:pos:R:3
C -0.1726 -0.5740 -0.2386
C 0.2052 0.6141 0.2018
H -0.8734 -0.7226 -1.0531
H 0.2918 -1.4943 0.0964
H -0.3691 1.5044 -0.0227
H 0.9180 0.6724 1.0162
```

Output
Total charge: 0
Lowest unoccupied orbital energy, eV: 1.456
SMILES: C=C
Molar mass, Da: 28.1

Version Q
C2H4 in the gas phase. Source: OMol25; level of theory: ωB97M-V with the def2-TZVPD basis set.

```
6
Properties=species:S:1:pos:R:3
C -0.4089 0.1628 0.4704
C 0.3630 -0.0958 -0.5596
H -1.2751 0.8828 0.6444
H -0.2254 -0.6475 1.3457
H 0.6408 0.2144 -1.5554
H 1.1351 -0.8518 0.1005
```

Output
Total charge: 0
Lowest unoccupied orbital energy, eV: 1.229
SMILES: C=C
Molar mass, Da: 28.1

Verdict on stability: version Q comes out at the bottom.